Entry 1:
Here is a cluster of 2 separate species, C3H5OP in total at a distorted geometry from the OMol25 dataset. Energies are from wB97M-V/def2-TZVPD.

Computed properties:
M (u): 88.0
HOMO-LUMO gap (spin up / spin down) (eV): 6.21 / 6.48
HOMO level (spin up / spin down) (eV): -7.1 / -7.6
Net charge: 0
Energy (eV): -14523.3877
LUMO energy (spin up / spin down) (eV): -0.855 / -1.104
2S+1: 1

Last column: Löwdin charge in e.
Cartesian coordinates (Å):
C1 -0.080 -1.540 0.216  -0.083
C2 0.545 -0.422 0.244  -0.172
C3 0.875 1.005 0.400  -0.133
O1 3.479 0.784 -0.036  -0.658
P1 3.820 -0.605 -0.299  0.800
H1 0.398 -2.531 -0.025  0.062
H2 -1.155 -1.506 0.391  0.050
H3 0.452 1.539 1.222  0.064
H4 1.998 0.941 0.303  -0.042
H5 0.629 1.480 -0.616  0.110

=====

Entry 2:
Here is an isolated molecule of C3H4N2O from the OMol25 dataset. Energies are from wB97M-V/def2-TZVPD.

Computed properties:
M (u): 84.1
HOMO-LUMO gap (eV): 9.05
HOMO level (eV): -8.9
Net charge: 0
Energy (eV): -8199.8977
LUMO energy (eV): 0.122
2S+1: 1

Last column: Löwdin charge in e.
Cartesian coordinates (Å):
O1 -0.767 -0.516 2.069  0.040
C1 -0.444 -0.108 0.817  -0.411
N1 0.021 1.252 0.785  0.002
N2 0.330 1.686 -0.335  0.079
C2 -0.379 -1.030 -1.573  0.022
C3 -0.507 -0.790 -0.299  -0.033
H1 -0.603 0.245 2.646  0.101
H2 0.641 2.654 -0.198  0.066
H3 0.560 -1.399 -1.981  0.067
H4 -1.191 -0.827 -2.270  0.066